(1)
DFT (the ωB97M-V functional and the def2-TZVPD basis) results for a cluster of 13 separate species, C4H37N3O12 in total at a distorted geometry.

Values from the calculation:
Net charge: 0
Kohn-Sham gap in Ha: 0.3259
ΔE to the lowest compared entry with this formula, charge and spin in kJ/mol: 337.8
E_tot in eV: -33786.836
F_max in Eh/bohr: 0.0756

Geometry as XYZ:
```
56
Properties=species:S:1:pos:R:3:forces:R:3
C -0.5651 -0.5007 -2.5338 0.052 0.421 2.085
N -1.2944 -0.9466 -1.2450 1.843 -0.659 -2.669
C -0.2365 -1.1706 -0.2407 -1.870 -0.408 2.711
C -0.8710 -1.7851 1.0465 -1.857 -1.031 -0.261
N -1.2398 -0.7854 2.0230 -0.765 1.274 -0.809
C -1.4161 -0.2209 -3.7574 -0.444 -0.047 -3.862
N -2.7612 0.4823 -3.6802 1.153 -2.415 -0.736
H 0.1023 -1.3766 -2.7130 -0.208 1.228 -0.313
H 0.0346 0.4482 -2.2559 -0.509 -1.442 -0.545
H -2.0517 -0.3088 -1.0614 0.154 0.268 0.846
H 0.1932 -0.2390 0.1383 0.791 -0.016 -0.629
H 0.4548 -1.9965 -0.4147 0.345 0.750 -1.306
H -1.8361 -2.2370 0.6422 1.030 0.189 0.842
H -0.3264 -2.5982 1.5930 0.167 0.536 -1.108
H -1.3414 -1.2284 2.9221 -0.050 0.144 0.085
H -0.4568 -0.1487 2.1096 0.043 -0.186 0.324
H -1.4110 -1.1269 -4.5105 -0.786 1.252 1.890
H -0.9651 0.4987 -4.4936 0.820 -0.540 1.217
H -2.6546 1.0796 -2.9162 -0.272 1.413 1.477
H -3.4661 -0.1959 -3.4427 -0.360 -0.101 0.276
H -1.9223 4.0758 1.8413 -0.367 0.984 0.090
H -0.8847 3.1497 2.1478 0.536 0.633 0.614
O -1.1063 4.0872 2.3421 -0.250 -1.484 -0.226
H 0.7939 3.7908 0.4808 0.053 -0.778 -0.263
H -0.3100 2.9867 -0.1326 0.516 -0.299 0.255
O 0.6123 2.8668 0.1945 -0.580 1.126 -0.027
H 3.3091 -1.8349 -2.6825 0.184 -0.511 -0.515
H 1.9513 -1.6603 -1.9997 0.544 -0.130 -0.189
O 2.8485 -1.2936 -2.0563 -0.448 0.849 0.728
H 0.6241 -0.3100 4.2832 -0.549 -0.203 -0.429
H 1.5803 -1.3086 3.8939 -0.207 -0.412 -0.633
O 0.6421 -1.1204 3.7389 0.786 0.290 1.779
H 1.5068 -4.0124 -1.9387 0.041 -0.329 0.667
H 0.1841 -3.2663 -2.2680 0.378 -0.848 0.214
O 1.0416 -3.5573 -2.6293 -0.014 0.895 -1.119
H 4.2689 -1.5741 0.7994 0.028 -0.049 -0.533
H 3.5772 -1.8237 2.0639 -0.513 -0.026 0.127
O 3.6914 -2.2284 1.1997 0.392 -0.182 0.072
H -2.6675 0.4722 1.0757 0.687 -0.836 1.757
H -4.1499 1.0478 1.5404 0.523 -0.433 0.813
O -3.5077 0.8542 0.8666 -1.131 1.247 -2.398
H -1.9305 4.0786 -1.2324 -0.265 0.201 -1.139
H -2.6865 3.6442 0.0192 0.141 -0.135 -0.346
O -1.8367 3.9869 -0.2984 -0.299 -0.265 0.837
H 3.4584 0.2505 3.0731 -0.474 0.297 -0.568
H 2.6929 0.4890 1.7360 0.486 0.520 -1.021
O 2.6711 0.0038 2.5555 0.697 -0.434 1.712
H 2.0724 1.7734 0.1808 -1.553 0.559 -0.796
H 3.1140 0.9218 -0.6687 -0.585 0.195 0.318
O 2.9415 1.4231 0.1461 2.112 -0.932 0.269
H 0.8258 4.0375 3.0270 -1.840 1.614 -0.375
H 1.4775 2.9478 2.1129 -0.451 -0.418 -1.423
O 1.4558 3.3746 2.9394 2.594 -1.303 2.164
H -1.7014 -3.2903 -0.9904 -0.863 1.298 0.170
H -1.4948 -4.6801 -1.4732 -0.280 -0.919 -0.420
O -1.0343 -3.9457 -1.0969 0.695 -0.409 0.320
```
Positions in Å, forces in eV/Å.



(2)
DFT (the ωB97M-V functional and the def2-TZVPD basis) results for a structure of composition ClFO4Sr at a distorted geometry.

Values from the calculation:
Net charge: 0
Kohn-Sham gap in Ha: 0.1268
ΔE to the lowest compared entry with this formula, charge and spin in kJ/mol: 640.6
E_tot in eV: -24251.341
F_max in Eh/bohr: 0.1839

Geometry as XYZ:
```
7
Properties=species:S:1:pos:R:3:forces:R:3
Sr -2.5325 -0.5229 -0.3506 -7.491 -0.779 4.506
F 1.6644 -0.7100 2.0843 2.431 -0.417 2.591
Cl 0.2214 0.2677 -0.3676 2.291 -1.154 6.085
O -0.9047 -0.3739 -1.1570 5.984 0.115 -7.324
O 1.4559 0.3777 -0.9607 1.604 -0.544 -2.579
O -0.2475 1.5771 -0.0856 -1.688 1.093 0.146
O 0.3430 -0.6158 0.8372 -3.131 1.686 -3.425
```
Positions in Å, forces in eV/Å.



(3)
DFT (the ωB97M-V functional and the def2-TZVPD basis) results for an isolated molecule of C18H24O5 at a distorted geometry.

Values from the calculation:
SMILES string: C[C@H]1C=Cc2cc(O)ccc2[C@H]1CC[C@@H](O)C[C@@H](O)CC(=O)O
Net charge: 0
Kohn-Sham gap in Ha: 0.3044
ΔE to the lowest compared entry with this formula, charge and spin in kJ/mol: 0.0
E_tot in eV: -29293.078
F_max in Eh/bohr: 0.0515

Geometry as XYZ:
```
47
Properties=species:S:1:pos:R:3:forces:R:3
C -2.6283 0.1849 2.4060 -1.412 -0.119 0.037
C -1.4511 -0.6794 2.7635 0.093 -1.020 -0.942
C -1.9596 -2.0704 3.1332 0.757 -0.627 0.174
C -1.1496 -3.1405 3.1098 0.068 0.608 0.106
C 0.2623 -2.9695 2.6988 0.377 -0.227 -0.476
C 1.2003 -3.9725 3.0007 0.250 1.070 -0.485
C 2.5638 -3.7514 2.6775 -2.599 0.156 0.477
O 3.4379 -4.6757 3.0941 1.780 -0.696 0.141
C 2.9484 -2.6182 1.9826 1.051 0.140 -0.162
C 2.0138 -1.6565 1.5952 -0.895 -0.398 0.774
C 0.6636 -1.8024 1.9803 0.822 -0.270 0.477
C -0.3614 -0.7483 1.6270 -0.708 -0.754 0.026
C -0.9819 -1.1400 0.2448 0.626 0.572 0.119
C -1.3279 0.0468 -0.6539 -0.224 0.385 -0.351
C -0.1432 0.9109 -1.1960 -1.538 -0.539 -0.553
O 0.8041 0.0401 -1.7451 0.363 -0.216 0.088
C -0.6519 1.8527 -2.3126 0.173 -0.592 0.032
C 0.4101 2.8317 -2.9018 -0.554 -0.049 0.799
O 1.7033 2.2581 -2.9967 0.614 -0.087 -0.917
C -0.0911 3.3621 -4.2363 -0.115 0.979 -0.160
C 0.8106 4.4850 -4.7337 1.108 -0.965 0.056
O 2.0184 4.3370 -4.8889 -1.260 0.408 0.125
O 0.1848 5.6503 -4.9335 0.031 -0.256 0.026
H -2.3610 1.1641 2.0579 0.335 0.595 -0.096
H -3.3042 0.3298 3.2811 0.399 -0.210 -0.571
H -3.2256 -0.2805 1.5875 0.295 0.249 0.610
H -0.9830 -0.3206 3.6636 0.416 0.472 0.455
H -2.9519 -2.1863 3.5593 -0.074 0.212 -0.197
H -1.4599 -4.1234 3.4946 0.070 0.498 -0.297
H 0.8885 -4.9010 3.5079 0.214 0.551 -0.246
H 3.2014 -5.0138 3.9642 -0.153 0.039 -0.214
H 4.0299 -2.4639 1.8049 -0.775 -0.140 -0.010
H 2.3436 -0.7524 1.0770 -0.171 -0.330 0.072
H 0.1288 0.2281 1.5360 -0.052 -0.121 0.104
H -1.9130 -1.6631 0.4424 -0.028 -0.377 -0.117
H -0.2952 -1.8047 -0.3111 -0.341 0.243 0.370
H -1.8935 -0.3996 -1.5045 0.402 0.567 0.222
H -2.0255 0.7080 -0.1106 0.224 -0.102 -0.340
H 0.2764 1.5164 -0.4087 0.334 0.249 0.649
H 1.3668 0.6253 -2.2685 0.480 -0.297 -0.158
H -1.5291 2.3952 -1.9246 0.400 0.209 -0.251
H -1.0311 1.1668 -3.0882 0.167 0.298 -0.030
H 0.5272 3.6359 -2.1812 -0.309 0.521 0.108
H 2.2733 2.7938 -3.6150 -0.918 -0.532 0.712
H -0.0956 2.5340 -4.9493 -0.007 0.173 -0.080
H -1.0983 3.7860 -4.1231 0.177 -0.375 -0.041
H 0.8554 6.2915 -5.2067 0.109 0.103 -0.063
```
Positions in Å, forces in eV/Å.



no.,LUMO level (eV)
1,-0.13
2,-2.40
3,0.47